C42H114O24 | ωB97M-V/def2-TZVPD

DFT total energy, eV: -94535.58807
Orbital gap, eV: 8.969
Net charge: 0
2S+1: 1
Energy relative to the best compared isomer or geometry (same formula, charge and spin), kJ/mol: 0.0
HOMO, Ha: -0.338

The geometry in XYZ format:
```
180
Properties=species:S:1:pos:R:3:forces:R:3
C 3.9861 -0.1289 -1.9168 -0.0039 -0.3563 -0.0467
C 3.9334 -1.4705 -1.1990 -2.0175 -0.4386 -1.0990
O 3.1134 -2.3145 -1.5657 0.7865 0.4844 0.6146
C 4.8986 -1.7085 -0.0845 0.6432 0.0141 -0.5283
H 4.9846 0.0420 -2.3192 0.1736 0.3242 0.4325
H 3.6839 0.6328 -1.1980 0.3983 0.2971 0.0312
H 3.3269 -0.0362 -2.7799 -0.2655 -0.4645 0.2106
H 5.2523 -2.7360 -0.1694 0.0948 0.0153 0.0593
H 4.5403 -1.5592 0.9341 -0.3294 0.2520 -0.2130
H 5.7062 -1.0086 -0.2995 0.3549 -0.2461 0.5272
C 0.1435 -2.1327 -4.1449 -0.5497 0.4160 -0.3834
C 1.2395 -2.7527 -4.9937 -0.6477 -0.6521 1.6162
O 1.7111 -2.1160 -5.8859 0.6485 0.4309 -1.0070
C 1.6554 -4.1871 -4.6972 0.2026 -0.1479 -0.9046
H 0.1927 -2.2744 -3.0653 0.3401 -0.1036 -0.1488
H -0.8479 -2.4632 -4.4549 -0.0622 -0.6755 -0.1133
H 0.0696 -1.0840 -4.4327 0.4179 0.0921 0.4340
H 0.8053 -4.8439 -4.8818 -0.2182 -0.0058 0.2721
H 2.0652 -4.3908 -3.7080 -0.2239 0.4251 -0.0709
H 2.3872 -4.4936 -5.4447 0.1717 0.1668 0.0643
C -1.5130 4.0397 1.6639 1.1081 0.0386 -0.1805
C -0.0508 4.0002 2.2428 0.2416 0.8826 -1.2347
O 0.9053 4.5556 1.6837 -1.9974 -1.1701 1.1585
C 0.1004 3.1738 3.5238 0.7276 0.6974 -1.7496
H -1.5119 4.2644 0.5973 0.3010 -0.0790 0.0610
H -2.1151 4.8324 2.1079 0.1199 0.0305 0.3603
H -2.0144 3.0789 1.7805 0.0681 -0.0480 0.2148
H 1.1088 3.3591 3.8940 -0.3991 0.4118 0.7193
H 0.2016 2.1624 3.1302 -0.6958 -0.4242 0.3049
H -0.7804 3.3675 4.1359 0.4282 -0.4178 0.3723
C 6.7669 0.9275 2.9565 0.3980 0.0227 -0.4133
C 7.0879 0.7129 1.4563 3.1464 -0.2847 0.5888
O 8.0586 0.0056 1.1219 -2.4723 1.2011 0.6530
C 6.3732 1.5921 0.4596 0.4450 -0.7842 0.2693
H 7.4584 0.4102 3.6216 -0.3959 -0.9752 -0.3469
H 5.7054 0.7549 3.1343 0.0899 -0.1943 0.2529
H 7.0127 1.9311 3.3038 -0.3935 0.6136 -0.7210
H 5.3639 1.1902 0.3718 -0.2212 0.4483 -0.1538
H 6.9179 1.5340 -0.4828 -0.2701 -0.0273 -0.0569
H 6.3932 2.6210 0.8188 -0.3074 -0.0723 0.0498
C 1.2122 -5.2218 -1.3352 -0.8001 -0.2389 0.0658
C 0.4386 -4.3163 -0.3556 -1.1250 1.1079 -1.3755
O -0.4375 -3.5154 -0.7911 2.2870 -2.1880 1.7403
C 0.8911 -4.4185 1.1125 -0.2859 0.5503 -0.9379
H 1.4632 -6.2110 -0.9524 0.3001 0.2489 0.6945
H 2.1190 -4.7078 -1.6543 0.0720 0.1083 0.2678
H 0.6491 -5.4958 -2.2273 -0.2908 0.6897 0.0104
H 0.5517 -3.5751 1.7138 -0.0972 -0.0670 -0.1080
H 1.9806 -4.4505 1.1210 0.0225 -0.0586 -0.0190
H 0.5445 -5.3520 1.5559 -0.0711 -0.0988 -0.1062
C -1.5630 -5.8463 -3.8819 -0.1500 -1.1449 0.2170
C -2.0269 -6.1169 -5.2901 0.0391 1.2355 -0.6452
O -1.3025 -6.7985 -5.9930 -1.1561 0.3981 0.0196
C -3.3477 -5.4305 -5.7781 0.7734 -0.9375 0.0852
H -1.2765 -4.8174 -3.6643 -0.1270 -0.0292 -0.1244
H -0.7439 -6.5588 -3.7841 0.3701 0.4123 0.2937
H -2.3116 -6.1930 -3.1696 -0.2712 0.3770 0.1124
H -4.1816 -5.8548 -5.2189 -0.0681 -0.3277 -0.0868
H -3.4570 -5.6220 -6.8456 -0.1183 -0.0048 0.1197
H -3.4485 -4.3638 -5.5784 0.6278 0.0954 0.0653
C 0.1936 -0.0468 -1.1737 -0.4489 -0.5508 1.7419
C -0.7044 0.2263 0.0459 0.5391 0.8858 -0.4162
O -1.6316 0.9905 -0.1024 -0.6955 -0.0340 0.3048
C -0.3145 -0.2361 1.4643 -0.4667 0.2559 -0.6898
H 1.1740 0.3060 -0.8537 0.2579 0.0428 -0.3926
H -0.1952 0.4675 -2.0527 0.1221 -0.0989 0.1432
H 0.2635 -1.1293 -1.2808 0.1667 0.0142 -0.3195
H 0.6402 0.2283 1.7111 0.3371 -0.4698 -0.0858
H -0.3165 -1.3225 1.5526 0.5076 0.0345 -0.0620
H -1.0237 0.1504 2.1962 -0.2642 0.0337 -0.2173
C -2.3939 8.8190 -1.0916 0.7261 -0.0205 -0.1333
C -1.9711 7.7115 -0.1329 -1.9483 -0.2180 1.7170
O -2.6599 7.5528 0.8939 1.7312 0.0211 -1.8943
C -0.7835 6.7931 -0.4477 -0.5987 0.8888 0.0134
H -1.6728 9.6339 -1.0288 0.2270 0.0899 0.1993
H -3.3667 9.2510 -0.8566 0.0433 -0.4099 0.0887
H -2.3238 8.5206 -2.1376 -0.2062 -0.2613 -0.0184
H -0.1228 7.2546 -1.1817 0.1140 -0.0177 0.1181
H -1.1725 5.8802 -0.8987 -0.0648 -0.0467 0.0155
H -0.2627 6.5433 0.4767 0.0220 -0.0325 -0.1687
C 0.1127 -3.8411 7.1595 0.8923 -0.1674 -0.2951
C 1.3429 -4.4686 6.4424 1.7401 0.7490 1.5259
O 2.4985 -4.2086 6.8230 -2.4699 -0.3491 -0.7573
C 1.1466 -5.4160 5.2971 -0.0488 0.0474 -0.5346
H -0.5671 -3.3771 6.4449 -0.0186 -0.1970 -0.0585
H 0.4416 -3.0835 7.8707 0.2128 -0.0067 -0.1776
H -0.4196 -4.5880 7.7484 -0.0598 -0.2336 -0.2439
H 0.8910 -4.8505 4.4011 -0.2405 0.3061 -0.0559
H 0.3376 -6.1331 5.4365 0.0539 -0.0185 0.2153
H 2.0851 -5.9033 5.0328 -0.0838 -0.1419 0.3350
C -3.6793 -2.1841 -1.1814 -0.5013 -0.1828 -0.1471
O -2.8989 -2.8671 -2.1479 -0.1554 0.2850 -0.1306
H -3.0643 -1.4152 -0.7139 -0.2094 -0.0050 0.4527
H -4.5520 -1.7027 -1.6229 0.1571 -0.0009 -0.3577
H -4.0725 -2.9537 -0.5172 0.0121 0.3486 0.6443
H -2.1249 -3.0873 -1.6244 0.7865 -0.4445 -0.4593
C -2.5439 -3.1133 2.4366 0.1924 1.4416 -0.5197
O -1.6431 -3.8930 3.2119 -0.6423 -0.1861 0.1758
H -3.4933 -3.5540 2.1326 0.2786 -0.5414 0.1041
H -2.8086 -2.1974 2.9650 -0.0252 -0.2128 0.5427
H -2.0046 -2.7030 1.5828 -0.1606 -0.4234 -0.5129
H -1.7084 -4.8020 2.9102 0.1700 -0.0803 0.0951
C 1.8871 3.6110 -1.5359 -0.8405 -0.2565 -0.0558
O 2.4531 3.2217 -2.7831 0.4632 0.2624 1.2224
H 1.0033 4.2146 -1.7426 0.0274 0.4143 0.1884
H 1.5004 2.7551 -0.9827 0.0901 -0.3679 0.0926
H 2.5451 4.1351 -0.8427 0.3506 0.0916 -0.5527
H 1.6978 2.9600 -3.3147 -0.4166 -0.0386 -0.7855
C -1.5579 -0.9137 5.2399 -0.6230 -0.4396 -0.9046
O -0.5947 -1.6590 4.5313 1.4749 0.2232 0.2152
H -1.1709 0.0908 5.4115 0.0018 -0.1460 0.0422
H -2.4153 -0.8692 4.5683 -0.3972 0.5288 0.4154
H -1.8582 -1.3976 6.1692 0.1003 0.0715 0.2015
H -0.9064 -2.4948 4.1764 -0.4243 -0.3201 0.0825
C 3.1810 1.8084 2.4620 -1.2320 -0.4543 0.5502
O 3.3725 0.4484 2.0606 0.7365 1.0050 -0.5924
H 2.3231 2.2631 1.9667 0.2611 0.1865 -0.8152
H 2.8116 1.8455 3.4869 0.5440 -0.0917 0.4899
H 4.0620 2.4443 2.3750 0.0631 -0.3679 -0.2461
H 2.8010 -0.1046 2.5984 -0.2631 -0.2727 0.4652
C -3.4918 -0.1449 -4.1328 -0.3938 -0.3292 0.6981
O -3.6166 -1.5138 -4.4988 0.1176 0.6481 -1.0805
H -2.5456 0.0695 -3.6359 0.1314 -0.0421 0.1553
H -3.5849 0.5782 -4.9431 -0.0124 -0.5791 -0.4968
H -4.3214 0.0625 -3.4569 0.0219 0.4616 0.3312
H -3.2562 -2.0460 -3.7858 0.1900 -0.1665 0.4150
C 2.3524 -0.2965 5.2367 0.5544 0.1631 2.3974
O 1.9846 -0.8918 4.0453 0.6206 0.2436 -0.8340
H 1.8560 0.6327 5.5167 -0.3586 0.3324 -0.5715
H 2.1730 -0.9400 6.0980 -0.3325 -0.4628 0.0459
H 3.4153 -0.1005 5.3780 0.2112 -0.0318 -0.9672
H 1.0780 -1.1885 4.1531 -0.7205 -0.2558 -0.0473
C -4.4913 0.6047 1.7474 -0.0047 -0.0953 0.3416
O -5.5707 0.9532 2.6313 0.5451 -0.4005 -1.0242
H -4.1649 -0.4306 1.8464 -0.0585 -0.3467 0.4175
H -4.7490 0.6602 0.6898 -0.3088 0.6039 0.1914
H -3.6242 1.2221 1.9818 0.0919 0.1318 -0.4105
H -5.1225 1.0218 3.4775 -0.1648 0.0519 0.5546
C -2.4678 3.3052 -6.4234 -0.5010 0.9058 -0.7900
O -1.9394 3.7281 -5.1962 1.1008 -0.4599 -0.0879
H -1.7168 3.3361 -7.2128 0.3003 -0.1846 0.2909
H -2.9372 2.3215 -6.4122 0.0094 -0.0778 0.1462
H -3.1847 4.0751 -6.7088 -0.4696 -0.2792 -0.3512
H -2.6618 3.7511 -4.5643 -0.6022 0.1281 0.5377
C 0.4955 1.4555 -5.1295 -0.2568 0.4605 -0.8142
O 0.3727 2.6589 -4.3950 0.6343 -0.6878 0.7869
H -0.4442 0.9051 -5.0827 0.0433 -0.4027 0.2030
H 0.5833 1.7992 -6.1601 0.4656 -0.7030 -0.3858
H 1.3441 0.8439 -4.8231 -0.0834 0.1782 0.0245
H -0.4524 2.9989 -4.7490 -0.7144 1.1033 0.3156
C -6.3544 2.0333 -1.5014 0.3069 0.2485 0.2475
O -6.3650 2.4516 -2.8592 -0.0631 -0.4531 -0.3016
H -5.4804 1.4191 -1.2846 0.0276 0.0036 -0.3417
H -6.2655 2.9443 -0.9095 -0.2933 -0.2476 0.5729
H -7.2439 1.4411 -1.2865 -0.0099 0.1493 0.2901
H -7.2674 2.7497 -2.9946 0.0871 0.2032 -0.4825
C 5.5055 4.2202 -1.7007 -0.2622 -0.5452 0.0994
O 5.0978 3.3918 -2.7875 1.5468 0.5243 0.3900
H 5.3324 3.7499 -0.7327 -0.2034 -0.3146 0.1058
H 6.5834 4.3776 -1.7364 -0.0012 -0.0019 -0.3844
H 5.0240 5.1935 -1.6061 -0.1871 0.1730 -0.5744
H 4.1470 3.3548 -2.9149 -0.6067 0.1988 0.3145
C -3.6127 2.7018 5.0246 0.7622 0.0243 0.4633
O -3.8556 1.3112 5.0181 -0.4897 -0.6779 -0.6052
H -3.3023 2.9799 4.0174 -0.2764 0.0398 0.0060
H -4.4594 3.2993 5.3626 -0.0833 -0.0488 -0.1316
H -2.7587 2.8675 5.6814 0.0472 0.4694 0.0959
H -3.9807 0.9532 5.9000 -0.0634 0.2813 0.1075
C -3.2449 3.5039 -2.1916 -0.3107 -1.5487 1.3869
O -3.9520 3.8587 -3.3415 0.4095 0.9561 -0.6882
H -3.3804 2.4293 -2.0686 0.7674 -0.3667 0.0235
H -2.1822 3.7462 -2.1840 -0.1054 0.1196 -0.5003
H -3.6847 3.8466 -1.2549 -0.1394 0.8308 -0.0151
H -4.6948 3.2530 -3.3967 -0.5889 0.0020 -0.0941
C 3.7556 -3.6575 3.4451 -0.4500 1.4698 -1.3088
O 4.2129 -4.9464 3.2093 0.2833 -0.9743 0.7288
H 3.0199 -3.5438 4.2413 0.0074 -0.1710 0.0082
H 4.5350 -2.9055 3.5678 0.4129 -0.1365 0.4845
H 3.3314 -3.3722 2.4824 -0.5335 0.3050 0.1477
H 4.3937 -5.3146 4.0772 0.2896 -0.3662 -0.0183
```
Forces are in eV/Å.

C4H4O3 | ωB97M-V/def2-TZVPD

DFT total energy, eV: -10354.12554
Orbital gap, eV: 10.032
Net charge: 0
2S+1: 1
Energy relative to the best compared isomer or geometry (same formula, charge and spin), kJ/mol: 104.8
HOMO, Ha: -0.350

The geometry in XYZ format:
```
11
Properties=species:S:1:pos:R:3:forces:R:3
C 1.1682 -0.3915 0.2181 3.6092 0.4864 -0.0045
C -0.0493 0.2433 -0.4215 -0.1617 -1.4202 -0.4494
C 0.1725 0.5970 -1.6656 1.1635 0.6623 -0.9596
O 0.6601 0.9296 -2.6603 -0.8714 -0.1614 0.1776
C -1.3571 0.2229 0.2055 -0.3845 0.3933 0.3136
O -2.4253 0.6257 -0.1604 -0.2767 0.2856 -0.8871
O -1.1785 -0.3139 1.3973 2.7216 -0.8204 0.5985
H 1.5214 0.3774 0.9294 -0.2671 -0.8150 0.4796
H 2.1370 -0.4148 -0.4230 -1.9167 0.2822 0.1178
H 1.2612 -1.4291 0.6346 -1.3082 1.0341 -0.1746
H -1.9102 -0.4465 1.9459 -2.3080 0.0730 0.7881
```
Forces are in eV/Å.

C4H12 | ωB97M-V/def2-TZVPD

DFT total energy, eV: -4341.72986
Orbital gap, eV: 12.700
Net charge: 0
2S+1: 1
Energy relative to the best compared isomer or geometry (same formula, charge and spin), kJ/mol: 77.0
HOMO, Ha: -0.425

The geometry in XYZ format:
```
16
Properties=species:S:1:pos:R:3:forces:R:3
C -0.4836 1.8530 -0.8163 1.9377 -1.8087 0.5123
C 1.0674 2.1737 -0.5615 -0.9889 -2.3856 1.7669
H -1.1089 2.5646 -0.3181 -0.4403 0.2547 0.3053
H -0.6790 1.8705 -1.8736 -0.1781 0.1398 -0.4860
H -0.7304 0.7510 -0.4838 0.4502 2.3880 -0.3765
H 1.6785 1.2808 -0.8266 -0.4642 0.3895 0.2823
H 1.5528 2.9495 -1.0655 -0.0306 1.5399 -1.2315
H 1.2734 2.3923 0.5206 -0.3648 -0.4050 -0.8073
C -0.7543 -2.1977 1.2817 -0.1047 -0.3375 -0.8460
C 0.1497 -1.6856 0.1041 -0.8423 -3.8954 -0.2636
H -0.6765 -3.3165 1.2925 -0.4978 1.0357 0.1046
H -0.5888 -1.8342 2.2713 1.2023 0.2102 0.7197
H -1.7975 -1.8463 1.2028 0.1918 -0.5557 -0.7176
H 0.5701 -0.7491 0.1543 0.6365 2.2308 0.3998
H -0.4763 -1.7936 -0.8000 0.3914 0.3840 0.1956
H 1.0032 -2.4123 -0.0819 -0.8982 0.8152 0.4421
```
Forces are in eV/Å.